Record 1
Below is a 2-piece molecular cluster, CH2IO2P overall, with properties calculated with ωB97M-V/def2-TZVPD.

LUMO energy = -0.0462 hartree
HOMO-LUMO gap = 0.3168 Ha
SMILES = O=PI.C=O
energy = -828.812719 hartree

Element x y z (Å)
O (1.83, -1.49, -0.89)
P (1.85, -0.66, 0.29)
I (2.78, 1.59, -0.15)
C (-1.68, 0.14, 0.24)
O (-1.31, 0.04, 1.34)
H (-1.70, -0.68, -0.56)
H (-1.76, 1.06, -0.27)

Results of the Mulliken charge analysis, in e, for atoms 1 through 4: -0.340, 0.428, -0.092, -0.166


Record 2
Below is a 13-piece molecular cluster, C4H34NO15 overall, with properties calculated with ωB97M-V/def2-TZVPD.

net charge = +1
LUMO energy = -0.0854 hartree
HOMO-LUMO gap = 0.3859 Ha
energy = -1356.006929 hartree

Element x y z (Å)
C (0.54, 0.51, 1.81)
O (0.24, -0.17, 3.00)
C (-0.71, 0.56, 0.94)
C (-0.60, 1.55, -0.23)
C (-1.62, 1.27, -1.30)
O (-2.85, 1.11, -0.78)
O (-1.41, 1.21, -2.48)
N (-1.85, 0.95, 1.84)
H (0.89, 1.54, 2.17)
H (1.42, 0.04, 1.29)
H (-0.01, -1.11, 2.83)
H (-0.89, -0.46, 0.52)
H (0.43, 1.45, -0.67)
H (-0.72, 2.62, 0.09)
H (-3.49, 0.73, -1.41)
H (-1.77, 2.03, 2.11)
H (-1.77, 0.30, 2.68)
H (-2.79, 0.77, 1.38)
H (0.73, -1.35, -1.79)
H (1.63, -0.64, -0.72)
O (1.09, -1.43, -0.91)
H (0.30, 3.39, 1.62)
H (-0.64, 4.36, 2.37)
O (-0.51, 3.44, 2.13)
H (2.02, -3.95, 1.02)
H (1.34, -2.86, 0.11)
O (1.15, -3.62, 0.63)
H (-0.77, -2.12, -3.43)
H (-0.95, -0.60, -3.32)
O (-0.80, -1.40, -2.83)
H (0.56, 1.47, -3.03)
H (1.84, 2.24, -3.47)
O (1.53, 1.42, -3.04)
H (0.00, -3.03, 1.73)
H (-1.32, -2.23, 1.77)
O (-0.65, -2.55, 2.32)
H (-2.82, -1.46, 0.29)
H (-3.44, -1.98, 1.54)
O (-2.85, -1.41, 1.27)
H (-0.90, -3.71, -0.28)
H (-0.38, -2.24, -0.58)
O (-1.16, -2.79, -0.39)
H (-2.20, -1.43, -1.78)
H (-3.46, -2.20, -1.56)
O (-3.09, -1.40, -1.40)
H (5.59, 0.62, 0.45)
H (5.64, -0.04, -1.00)
O (5.15, 0.59, -0.42)
H (3.42, 0.78, -0.53)
H (2.29, 1.15, -1.52)
O (2.49, 0.87, -0.59)
H (2.40, 3.72, 0.67)
H (2.05, 2.34, 0.28)
O (1.69, 3.12, 0.59)

Results of the Mulliken charge analysis, in e, for atoms 1 through 4: -0.199, -0.742, 0.887, 1.299


Record 3
Below is C26H47O2Si2V as an isolated structure, with properties calculated with ωB97M-V/def2-TZVPD.

net charge = +1
LUMO energy (alpha / beta) = -0.1704 / -0.1541 hartree
HOMO-LUMO gap (alpha / beta) = 0.2554 / 0.2716 Ha
⟨S²⟩ = 0.794
energy = -2692.079188 hartree
2S+1 = 2

Element x y z (Å)
O (0.04, 0.09, -6.06)
C (0.11, 1.34, -6.85)
C (0.24, 0.64, -8.19)
H (1.00, 1.91, -6.58)
H (-0.80, 1.94, -6.73)
C (0.23, -0.63, -7.32)
H (1.17, 0.85, -8.72)
H (-0.65, 0.74, -8.83)
C (1.55, -1.37, -7.32)
H (2.36, -0.71, -6.99)
H (1.78, -1.73, -8.33)
H (1.50, -2.23, -6.65)
C (-0.93, -1.53, -7.67)
H (-1.88, -0.98, -7.62)
H (-0.98, -2.39, -7.00)
H (-0.80, -1.90, -8.69)
V (0.00, -0.04, 0.15)
C (-2.00, -0.40, 1.11)
C (-2.02, 1.00, 0.81)
C (-1.80, 1.18, -0.58)
H (-2.18, 1.80, 1.53)
C (-1.69, -0.12, -1.17)
C (-1.86, -1.10, -0.13)
H (-1.98, -2.17, -0.26)
H (-2.15, -0.87, 2.08)
H (-1.84, 2.13, -1.12)
H (-1.59, -0.32, -2.24)
C (1.75, -1.66, 0.91)
C (0.66, -2.16, 0.12)
C (0.77, -1.56, -1.20)
H (-0.01, -2.97, 0.41)
C (1.90, -0.66, -1.18)
C (2.51, -0.76, 0.10)
H (3.43, -0.24, 0.39)
H (1.99, -2.01, 1.91)
H (0.20, -1.84, -2.08)
H (2.30, -0.11, -2.03)
O (1.64, 1.38, -4.36)
C (0.48, 0.84, -3.68)
C (-0.70, 1.77, -3.91)
H (0.69, 0.87, -2.60)
H (0.32, -0.20, -3.98)
C (-0.02, 3.14, -4.04)
H (-1.41, 1.70, -3.09)
H (-1.22, 1.50, -4.83)
C (1.47, 2.83, -4.24)
H (-0.16, 3.73, -3.12)
H (-0.42, 3.71, -4.89)
H (2.06, 3.16, -3.37)
H (1.87, 3.31, -5.14)
C (2.61, 3.61, 1.95)
Si (0.96, 2.99, 1.28)
C (-0.39, 4.08, 1.99)
C (1.01, 3.19, -0.59)
C (0.71, 1.15, 1.72)
Si (0.32, 0.87, 3.57)
C (-1.43, 1.26, 4.13)
C (0.64, -0.92, 4.05)
C (1.43, 1.90, 4.70)
H (2.85, 4.57, 1.45)
H (3.43, 2.91, 1.72)
H (2.60, 3.79, 3.03)
H (-0.14, 5.13, 1.76)
H (-1.37, 3.87, 1.53)
H (-0.50, 4.00, 3.08)
H (1.55, 2.37, -1.08)
H (0.00, 3.25, -1.01)
H (1.54, 4.12, -0.83)
H (1.75, 0.77, 1.59)
H (-2.17, 0.56, 3.72)
H (-1.46, 1.15, 5.23)
H (-1.75, 2.28, 3.90)
H (1.70, -1.19, 3.94)
H (0.36, -1.06, 5.10)
H (0.04, -1.63, 3.45)
H (2.49, 1.76, 4.47)
H (1.20, 2.97, 4.68)
H (1.27, 1.55, 5.74)

Results of the Mulliken charge analysis, in e, for atoms 1 through 4: -0.169, -0.251, -0.807, -0.094


Record 4
Below is one molecule with the formula C7H12Se, with properties calculated with ωB97M-V/def2-TZVPD.

LUMO energy = -0.0201 hartree
HOMO-LUMO gap = 0.2744 Ha
SMILES = CC(C)/C=C/[C@H]1C[Se]1
energy = -2675.235493 hartree

Element x y z (Å)
C (0.51, 1.31, -1.02)
C (0.97, 0.59, 0.28)
C (1.35, 1.52, 1.52)
C (-0.25, -0.28, 0.67)
C (-0.40, -1.51, 0.06)
C (-1.57, -2.32, 0.17)
C (-2.28, -3.09, -0.87)
Se (-1.49, -4.74, -0.05)
H (1.18, 2.04, -1.53)
H (-0.32, 2.07, -0.76)
H (0.04, 0.63, -1.77)
H (1.69, -0.12, 0.00)
H (1.96, 0.91, 2.21)
H (0.38, 1.91, 1.86)
H (2.00, 2.27, 0.95)
H (-0.82, 0.11, 1.52)
H (0.23, -1.85, -0.66)
H (-2.09, -2.28, 1.18)
H (-3.39, -3.02, -0.87)
H (-1.92, -2.90, -1.83)

Results of the Mulliken charge analysis, in e, for atoms 1 through 4: -1.187, 0.306, -1.113, -0.547


Record 5
Below is C28H25EuF3N7O4S as an isolated structure, with properties calculated with ωB97M-V/def2-TZVPD.

net charge = -1
LUMO energy (alpha / beta) = 0.0871 / 0.0870 hartree
HOMO-LUMO gap (alpha / beta) = 0.1621 / 0.2420 Ha
⟨S²⟩ = 15.783
energy = -3174.596429 hartree
2S+1 = 8

Element x y z (Å)
Eu (0.29, -0.23, -0.17)
N (-0.48, 1.07, 4.25)
C (-0.55, 1.00, 2.88)
S (0.84, 1.52, 2.00)
N (-1.70, 0.57, 2.42)
N (-1.79, 0.33, 1.09)
C (-2.97, -0.09, 0.63)
C (-4.15, -0.28, 1.51)
C (-4.78, -1.53, 1.57)
C (-5.86, -1.75, 2.41)
C (-6.34, -0.72, 3.20)
C (-5.73, 0.53, 3.15)
C (-4.64, 0.74, 2.31)
C (-3.04, -0.48, -0.75)
C (-4.28, -0.75, -1.38)
C (-4.30, -1.10, -2.71)
C (-3.10, -1.17, -3.43)
C (-1.92, -0.91, -2.75)
N (-1.87, -0.59, -1.45)
H (0.30, 1.56, 4.66)
H (-1.32, 0.95, 4.78)
H (-4.40, -2.34, 0.94)
H (-6.32, -2.73, 2.46)
H (-7.18, -0.89, 3.86)
H (-6.11, 1.34, 3.75)
H (-4.16, 1.71, 2.29)
H (-5.20, -0.67, -0.82)
H (-5.25, -1.31, -3.20)
H (-3.07, -1.42, -4.48)
H (-0.97, -0.96, -3.27)
N (-0.76, 2.37, -0.92)
N (-0.56, 2.36, -2.32)
C (0.49, 1.55, -2.81)
O (0.76, 1.64, -4.00)
O (1.02, 0.78, -1.93)
H (-1.74, 2.54, -0.74)
H (-0.21, 3.09, -0.46)
H (-0.65, 3.23, -2.82)
C (-1.53, -2.70, 2.97)
C (-0.33, -2.42, 2.11)
O (-0.53, -2.10, 0.92)
C (1.00, -2.53, 2.66)
C (1.21, -3.24, 3.86)
C (2.45, -3.38, 4.41)
C (3.55, -2.77, 3.78)
C (3.39, -2.07, 2.62)
C (2.11, -1.91, 2.00)
O (2.00, -1.22, 0.94)
H (-2.38, -2.15, 2.58)
H (-1.36, -2.42, 4.01)
H (-1.75, -3.77, 2.92)
H (0.36, -3.72, 4.34)
H (2.60, -3.94, 5.33)
H (4.54, -2.86, 4.22)
H (4.23, -1.59, 2.13)
F (5.18, -4.02, -4.39)
C (4.16, -4.67, -3.79)
F (3.49, -5.34, -4.75)
F (4.70, -5.60, -2.98)
C (3.25, -3.74, -3.04)
C (3.53, -2.38, -2.94)
C (2.63, -1.58, -2.25)
N (1.52, -2.06, -1.69)
C (1.28, -3.36, -1.78)
C (2.11, -4.24, -2.44)
H (4.41, -1.95, -3.39)
H (2.78, -0.52, -2.17)
H (0.37, -3.72, -1.29)
H (1.88, -5.30, -2.49)

Results of the Mulliken charge analysis, in e, for atoms 1 through 4: 0.617, -0.456, 0.464, -0.603


Record 6
Below is C21H16FeN3O10S2 as an isolated structure, with properties calculated with ωB97M-V/def2-TZVPD.

net charge = -2
LUMO energy (alpha / beta) = 0.1588 / 0.1588 hartree
HOMO-LUMO gap (alpha / beta) = 0.2486 / 0.2492 Ha
⟨S²⟩ = 0.796
energy = -3786.833734 hartree
2S+1 = 2

Element x y z (Å)
Fe (-0.28, -1.01, -1.36)
C (2.23, 4.11, 3.73)
C (1.86, 3.54, 2.38)
C (0.65, 3.85, 1.78)
C (0.29, 3.31, 0.55)
C (1.16, 2.44, -0.08)
C (2.37, 2.10, 0.51)
C (2.71, 2.65, 1.73)
S (0.78, 1.75, -1.68)
O (1.17, 0.29, -1.50)
O (1.70, 2.36, -2.63)
N (-0.71, 1.96, -1.82)
C (-1.28, 1.95, -3.14)
C (-1.74, 0.57, -3.60)
O (-2.50, 0.51, -4.57)
O (-1.26, -0.47, -3.00)
H (1.42, 4.70, 4.14)
H (3.12, 4.75, 3.66)
H (2.46, 3.31, 4.43)
H (-0.05, 4.52, 2.29)
H (-0.66, 3.51, 0.08)
H (3.02, 1.38, 0.02)
H (3.64, 2.37, 2.21)
H (-0.59, 2.32, -3.91)
H (-2.16, 2.61, -3.16)
O (-2.30, 0.26, 1.95)
C (-1.31, -0.06, 1.29)
O (-1.38, -0.32, 0.03)
C (0.02, -0.18, 1.99)
C (0.17, 0.55, 3.17)
C (1.31, 0.45, 3.95)
C (2.33, -0.40, 3.54)
C (2.20, -1.13, 2.38)
C (1.04, -1.04, 1.58)
S (0.96, -2.11, 0.19)
H (-0.66, 1.19, 3.47)
H (1.40, 1.03, 4.87)
H (3.23, -0.49, 4.14)
H (2.99, -1.79, 2.05)
O (-1.70, -5.97, -3.72)
C (-2.69, -5.58, -2.93)
O (-3.70, -6.23, -2.80)
C (-2.49, -4.30, -2.20)
C (-3.39, -3.71, -1.34)
N (-2.82, -2.57, -0.89)
N (-1.62, -2.42, -1.42)
C (-1.39, -3.42, -2.22)
C (-0.06, -3.35, -2.90)
O (0.26, -4.26, -3.69)
O (0.63, -2.34, -2.57)
H (-0.91, -5.32, -3.72)
H (-4.37, -4.02, -1.03)
H (-3.12, -1.86, -0.23)

Results of the Mulliken charge analysis, in e, for atoms 1 through 4: 0.849, -1.463, 1.252, -0.878


Quick rundown of energy above the lowest of the compared OMol25 structures with the same formula, charge and spin, same order as above: 75.8; 0.0; 0.0; 141.0; 0.0; 0.0 kJ/mol